1.
# C19H31IN2O3SSi

One molecule with the formula C19H31IN2O3SSi in a non-equilibrium geometry (ωB97M-V/def2-TZVPD, the OMol25 dataset).

```
58
Properties=species:S:1:pos:R:3:forces:R:3
H -2.7577 0.2038 -1.7168 0.202 -1.078 0.629
C 0.8366 1.4937 -3.9594 -1.075 1.295 0.181
H -1.8102 -1.0675 -0.7153 -0.864 0.571 -0.593
Si -4.2631 -0.8810 -0.0075 -1.195 -0.111 -0.778
S 1.1512 1.0607 4.6088 -0.702 1.041 -3.071
H 4.4055 -0.5500 -0.8718 -0.010 -0.505 0.899
C 0.9437 2.3152 -0.2131 0.844 -1.307 2.724
C -1.0529 2.0743 1.4941 0.588 0.613 -0.785
H -2.3770 -0.1140 1.5315 -0.651 0.889 0.275
H 5.1831 -1.7708 0.3315 -0.578 1.073 -0.683
C 1.4336 2.6524 -1.6541 -0.921 0.917 -0.020
C 1.3880 1.6655 2.1807 -0.511 -0.387 1.984
H 1.8690 -4.8442 0.5302 0.644 0.484 -0.749
O 3.1938 -2.1044 -0.1237 0.966 -0.273 0.000
H -5.8522 -1.6537 -1.8652 -0.027 0.748 0.891
O 4.2673 1.0860 1.2973 -0.851 -0.312 -0.418
H 4.4863 -0.7384 2.2181 -0.661 0.720 -0.843
H -0.6413 2.0722 -2.4479 1.043 0.301 -0.013
H -4.7857 -2.2797 1.9719 0.353 -0.571 -0.982
C 1.9380 1.9290 0.8058 -2.813 0.597 -1.318
C -3.1768 0.6283 1.8459 0.243 -0.058 0.767
H -3.4553 0.3481 2.9048 0.386 0.454 -0.992
H 4.5766 -3.7021 -0.3622 -0.753 0.594 0.432
O -4.3590 0.4693 1.0365 1.053 -0.855 -0.609
C 0.3512 2.4606 -2.7948 0.201 -0.283 -0.479
C 3.9015 -0.2954 1.3560 0.671 -0.964 0.177
C 4.2795 -1.1459 0.0688 -0.491 -0.626 1.036
H 2.3642 2.1158 -1.9717 -0.884 0.324 0.644
C 2.5481 -4.5187 -0.3055 -0.045 0.033 0.069
H -4.9875 -3.2423 0.3846 0.739 0.521 0.749
H 3.8970 2.8605 0.3208 -0.509 -1.113 0.230
C 3.4444 1.8242 0.3961 0.000 0.288 -0.052
H -2.8973 -1.5751 -2.0569 -0.106 0.777 0.996
H 0.1490 3.4707 -3.2635 0.152 -1.127 0.345
H -2.8656 2.6869 2.6959 0.395 -0.457 -0.845
H 1.8953 -4.1433 -1.1375 0.721 -0.172 0.713
C -0.0951 1.7204 2.5981 1.307 0.081 -1.489
N -0.3259 1.4140 3.9056 1.048 0.202 -1.709
H 3.7800 -3.6336 1.2706 -0.034 0.628 -0.969
H 3.5461 1.3679 -0.6365 -0.433 0.476 1.051
H 1.6066 2.0478 -4.5596 -0.499 -1.083 0.485
C -2.7885 -0.8157 -1.2215 0.457 -0.055 -0.203
H 2.8203 -0.4919 1.5842 0.849 0.491 -0.393
H -6.7399 -1.0062 -0.3735 0.818 0.149 -0.948
H -3.2912 -2.9085 1.1062 -1.085 -0.013 -0.031
H 1.7008 3.7566 -1.6469 -0.163 -1.193 0.046
H -0.0735 1.2698 -4.5841 1.220 0.135 0.429
C 3.6177 -3.4334 0.1673 -0.432 -1.916 -0.219
C -5.8647 -0.8471 -1.0763 -0.182 0.451 0.211
H -5.9988 0.1489 -1.5987 0.088 -1.087 0.587
H -1.2704 2.6437 -0.6137 0.685 -0.221 0.857
H 3.0635 -5.4553 -0.6768 -0.436 1.111 0.428
H -3.0858 2.5953 0.8657 0.437 -0.430 1.105
C -2.5989 2.1190 1.7689 0.435 -0.823 -0.920
C -0.5345 2.3712 0.1779 0.969 -0.623 1.954
I 1.5336 -0.4360 -3.2257 -0.118 0.759 -0.212
C -4.3397 -2.5311 0.9665 0.375 0.744 0.150
N 2.1173 1.3138 3.2898 -0.856 0.175 -0.723
```
Positions in Å, forces in eV/Å.

HOMO level	-8.41	eV
calculated total energy	-56140.0911	eV
charge	0
largest force on an atom	3.32	eV Å⁻¹
structure (SMILES)	CCOCCOCc1c(CCCI)cc(CCO[Si](C)(C)C)c2nsnc12
Kohn-Sham gap	0.283	Ha

***

2.
# C19H31N2O2PdS

C19H31N2O2PdS as an isolated structure in a non-equilibrium geometry (ωB97M-V/def2-TZVPD, the OMol25 dataset).

```
56
Properties=species:S:1:pos:R:3:forces:R:3
C -3.7307 4.8948 -1.5362 -0.013 -0.046 0.015
C 2.4169 -1.1041 3.1163 -0.210 0.098 -0.055
N -2.3004 -1.9311 -0.2497 -0.224 -0.039 0.095
H 5.3125 -0.0483 1.5658 -0.050 -0.072 -0.018
H -2.6427 -3.9589 -0.3680 -0.007 -0.024 -0.031
S 0.2354 -1.2494 0.0919 -0.456 0.185 -0.134
H 3.0331 -1.4239 -1.4252 -0.055 -0.030 0.084
C -1.3967 -0.9031 -0.3273 0.103 -0.247 -0.106
C -2.3562 4.9973 -1.3702 0.055 -0.094 0.003
H 2.9153 -1.9221 3.6547 0.004 0.190 -0.049
H -5.4034 3.5544 -1.6530 -0.003 -0.004 0.006
C -1.5888 3.8528 -1.1911 0.053 0.290 -0.003
H -0.9440 -3.5052 -0.2608 0.100 0.005 -0.031
H 2.9393 2.0483 2.2677 -0.426 0.062 0.727
C -1.2974 1.3846 -0.9699 -0.268 -0.019 -0.056
C -1.9342 -3.2898 0.1277 -0.070 0.145 0.007
C -1.9645 -3.5234 1.6348 -0.013 0.041 0.011
H 1.6626 -0.6617 3.7744 0.015 -0.068 -0.028
H 1.8980 -1.5157 2.2523 -0.026 -0.012 -0.014
O -0.0905 1.5775 -1.1182 0.511 0.154 -0.309
C -2.1852 2.6005 -1.1622 -0.041 -0.231 0.022
C -4.1449 -1.7824 -1.9142 0.067 0.003 -0.030
H -1.8804 5.9705 -1.3855 0.010 -0.009 0.011
C 4.1154 0.5302 3.9251 0.102 -0.026 0.196
H -3.8809 -2.7572 -2.3370 -0.031 0.074 0.024
H 1.7232 -0.1236 -3.0856 -0.095 -0.025 -0.010
H 4.5994 -0.2577 4.5196 -0.036 0.116 -0.070
H 3.3792 1.0343 4.5609 0.083 -0.050 -0.036
C 2.7570 1.0497 1.8693 0.008 -0.497 -2.686
H -2.9582 -3.3101 2.0421 0.073 -0.022 -0.010
H 4.5332 -1.0112 -2.2671 -0.034 -0.030 -0.022
H 2.5087 1.1022 -1.3229 1.118 0.303 -0.955
C 4.5017 -0.7419 1.8098 -0.041 0.102 -0.178
H 3.2067 0.2706 -3.9561 0.009 0.023 -0.111
N -1.9586 0.2532 -0.7037 -0.188 -0.098 0.122
H 4.9290 -1.6139 2.3285 -0.103 0.212 0.010
H 4.8795 1.2625 3.6426 -0.052 -0.043 0.047
H -5.2252 -1.6400 -2.0234 0.081 -0.014 0.011
C -3.7304 -1.6962 -0.4493 0.171 -0.040 -0.075
C -4.3321 3.6429 -1.5172 0.070 -0.108 0.005
H 4.0525 -1.0711 0.8722 0.004 -0.005 0.011
C 2.7964 0.0539 -2.9683 0.014 0.094 0.061
H -4.3308 5.7856 -1.6778 -0.005 0.001 -0.009
C 3.4620 -1.1871 -2.3975 0.077 -0.009 -0.027
H -3.9796 -0.7164 -0.0547 -0.015 0.076 0.048
H -1.7127 -4.5633 1.8676 -0.027 0.080 -0.018
H -3.6266 -1.0074 -2.4832 -0.047 -0.062 0.036
O 3.0250 1.2084 -2.1849 -0.251 -0.229 0.108
C -3.5610 2.5009 -1.3268 -0.179 0.038 -0.001
H -0.5149 3.9123 -1.0683 -0.016 -0.022 -0.015
H -1.2372 -2.8697 2.1197 -0.048 -0.043 -0.033
H -4.0146 1.5172 -1.3055 0.023 0.051 0.005
H 3.3169 -2.0499 -3.0582 0.014 0.070 0.046
H -4.2666 -2.4465 0.1370 -0.003 -0.007 0.022
Pd 1.5541 0.9217 0.2624 0.162 -0.305 3.063
C 3.4365 -0.0442 2.6767 0.104 0.121 0.324
```
Positions in Å, forces in eV/Å.

HOMO level (spin up / spin down)	-2.83 / -2.81	eV
calculated total energy	-41595.7120	eV
charge	-1
largest force on an atom	3.08	eV Å⁻¹
Kohn-Sham gap (spin up / spin down)	0.213 / 0.213	Ha